Density functional theory data (ωB97M-V with the def2-TZVPD basis set) for a single C4H4N4O molecule at a distorted geometry.

```
13
Properties=species:S:1:pos:R:3:forces:R:3:lowdin_charge:R:1
H -0.959921 0.239318 1.384384 -0.874 -0.629 -1.177 0.12
N -1.150842 0.152129 0.359136 2.834 4.679 3.111 0.14
C -1.080389 -0.954402 -0.317063 4.267 0.102 -2.583 -0.52
N -2.303415 -1.486296 -0.382377 -4.763 -2.553 -0.291 0.04
O -3.350708 -1.093518 -0.882025 2.911 -0.139 0.460 0.08
N 0.000458 -1.520651 -0.875373 -0.811 -0.271 0.745 0.10
C 1.249388 -1.025554 -0.608539 -1.107 2.861 1.153 -0.10
C 1.556756 0.267664 -0.138901 -0.717 -2.491 -1.338 -0.08
C 0.585019 1.167961 0.248780 -1.374 3.385 2.353 -0.18
N 0.710882 2.342471 0.744420 1.043 -4.894 -2.622 0.17
H 2.115570 -1.632279 -0.709853 0.224 -0.961 -0.630 0.10
H 2.548245 0.666934 -0.056759 0.443 -0.271 -0.076 0.10
H 0.078952 2.876229 1.234174 -2.075 1.183 0.895 0.03
```
Positions in Å, forces in eV/Å.

LUMO energy (spin up / spin down) ... -1.413 / -1.555 eV
Energy above the lowest of the compared OMol25 structures with the same formula, charge and spin ... 642.3 kJ/mol
Total charge ... 0
SMILES string ... [H]/N=C(N=O)\N=C/C=C=N
Highest occupied orbital energy (spin up / spin down) ... -8.79 / -8.78 eV
Max |F| ... 6.29 eV Å⁻¹
Gap between HOMO and LUMO (spin up / spin down) ... 7.38 / 7.23 eV